# 1
The following is a quantum chemistry calculation of a cluster of 2 separate species, C3H3NOS2 in total in a non-equilibrium geometry, from OMol25.

```
10
Properties=species:S:1:pos:R:3:forces:R:3
C -1.114663 -2.157782 -1.940895 -1.065 -2.232 -0.623
C -0.055867 1.005009 -0.029908 -2.883 0.870 -1.756
C 0.775746 0.371766 0.931502 0.642 -0.680 0.161
N -0.399920 -1.538632 -1.322882 1.281 1.450 0.726
O -0.353712 1.738498 -0.937439 1.513 -1.177 1.260
S -1.040283 0.221231 1.267386 0.023 0.057 0.020
S 1.686209 1.495541 1.922521 1.741 -0.797 0.872
H -1.657373 -3.008317 -2.318623 -0.118 0.633 -0.255
H 1.291779 -0.578299 0.763198 -0.202 0.398 -0.295
H 0.868085 2.450984 1.665141 -0.933 1.477 -0.110
```
Forces are in eV/Å.

Properties
ΔE to the lowest compared entry with this formula, charge and spin	256.2	kJ/mol
frontier orbital gap	9.65	eV
SMILES	O=C1S[C@@H]1S.C#N
maximum force	3.486	eV/A
lowest unoccupied orbital energy	0.495	eV
highest occupied orbital energy	-0.3365	Ha

***

# 2
The following is a quantum chemistry calculation of a cluster of 2 separate species, C5H10NO in total in a non-equilibrium geometry, from OMol25.

```
17
Properties=species:S:1:pos:R:3:forces:R:3
O 0.275253 1.740311 1.237150 0.569 -1.860 0.518
C 0.194847 0.701005 1.893204 -0.157 3.339 0.495
C -0.690392 -0.356860 1.430988 -3.533 -1.318 -0.442
C -0.237608 -1.145433 0.199792 0.593 0.625 0.715
C 0.018061 -0.397060 -1.089616 -3.536 -1.774 0.018
C 1.386269 -0.254433 -1.430040 1.421 2.691 -0.864
N -1.086103 -0.260694 -1.804330 0.351 0.239 -0.497
H 0.554372 0.701185 2.943492 0.329 -0.289 -0.428
H -1.678137 0.159275 1.178631 1.187 -0.444 0.343
H -1.011929 -1.167496 2.162217 0.881 1.212 -0.460
H 0.621133 -1.617998 0.563434 1.839 -0.737 -0.062
H -0.915519 -1.958729 0.125055 -0.991 -0.529 -0.897
H 1.830940 -0.731737 -2.301974 0.096 -0.564 0.032
H 1.879834 0.664854 -1.108606 0.668 -0.836 1.250
H 3.274194 0.920229 -2.531557 -1.286 -0.224 -0.106
H -1.976760 -0.767319 -1.803217 0.551 -0.184 1.520
H -1.204495 0.416801 -2.520335 1.018 0.655 -1.136
```
Forces are in eV/Å.

Properties
ΔE to the lowest compared entry with this formula, charge and spin	845.1	kJ/mol
charge	+1
frontier orbital gap	5.61	eV
maximum force	3.956	eV/A
lowest unoccupied orbital energy	-7.362	eV
highest occupied orbital energy	-0.4768	Ha

***

# 3
The following is a quantum chemistry calculation of a structure of composition C5H7N3S in a non-equilibrium geometry, from OMol25.

```
16
Properties=species:S:1:pos:R:3:forces:R:3
C 1.586710 -0.340959 2.341139 -1.090 0.127 0.456
C 2.435174 -1.388674 2.198174 0.875 -1.191 1.290
C 1.193452 -0.829446 0.246569 -1.629 1.768 -2.806
C -1.194862 0.877068 -1.263067 -1.864 2.336 -0.928
C -0.657492 -0.409845 -1.879483 -1.714 -3.395 -0.963
N 0.837253 -0.030431 1.189541 1.466 -0.695 0.315
N 0.183741 1.267229 -1.153804 2.944 -1.657 -1.040
N 0.703995 -0.072184 -1.515746 1.316 1.147 3.340
S 2.344824 -2.073394 0.579582 -0.351 1.213 0.694
H 1.317587 0.205213 3.286166 0.669 -0.675 -1.120
H 3.056122 -1.904600 3.003877 -0.964 0.963 -1.340
H -1.779715 1.557736 -2.051551 1.082 -1.326 1.732
H -1.748737 0.933833 -0.285163 0.302 -0.784 -0.953
H -1.043947 -1.390071 -1.389338 0.620 1.639 -1.011
H -0.664970 -0.570616 -3.056186 -0.452 0.654 2.407
H 0.756227 1.706338 -0.424466 -1.212 -0.124 -0.074
```
Forces are in eV/Å.

Properties
ΔE to the lowest compared entry with this formula, charge and spin	397.3	kJ/mol
frontier orbital gap	8.70	eV
maximum force	3.923	eV/A
lowest unoccupied orbital energy	0.660	eV
highest occupied orbital energy	-0.2956	Ha

***

# 4
The following is a quantum chemistry calculation of a cluster of 2 separate species, C9H15N3O4P in total in a non-equilibrium geometry, from OMol25.

```
32
Properties=species:S:1:pos:R:3:forces:R:3
N 0.518867 -5.238228 1.558941 0.077 -0.222 -0.253
C 0.515591 -4.453546 0.720607 -0.179 0.829 0.214
C 0.472278 -3.272478 -0.176426 -0.120 0.209 0.093
C -0.955369 -2.915716 -0.693750 -0.147 -0.604 0.340
C -2.095155 -3.811664 -0.212332 -0.203 -0.060 -0.658
O -2.803593 -4.363107 -1.004876 -0.090 -0.282 -0.063
O -2.352524 -3.973023 1.104426 0.068 0.480 -0.084
C 1.119586 -2.017463 0.479738 0.912 -0.112 0.266
C 2.356720 -2.410689 1.191652 -0.780 0.247 -0.056
N 3.301724 -2.760682 1.741100 0.115 0.054 -0.023
P 1.611355 -0.875386 -0.964628 0.112 0.596 -1.282
N 0.204090 0.059433 -1.029269 0.828 -1.481 0.649
O 2.855951 0.083066 -0.437716 -0.656 -0.886 0.481
H 1.094643 -3.498840 -1.045185 -0.059 -0.138 0.019
H -0.944082 -3.007068 -1.775591 -0.192 0.023 0.013
H -1.226684 -1.878153 -0.485102 0.276 0.012 0.122
H -1.906347 -3.297553 1.625804 0.258 -0.076 0.137
H 0.409961 -1.520470 1.146531 0.164 -0.074 0.177
H 0.217730 0.685786 -1.822637 -0.111 0.408 0.180
H 0.070471 0.622000 -0.185462 -0.241 0.873 -0.427
H 2.676301 0.517141 0.406598 -0.020 0.413 -0.092
C -1.541022 4.285648 -0.694355 -0.388 0.341 0.386
C -0.440325 3.669208 0.194196 0.558 0.453 -1.088
C 0.574394 4.779759 0.538574 -0.280 0.380 0.460
O 0.183950 2.661197 -0.473793 -0.239 -0.586 0.741
H -1.121373 4.667982 -1.628003 0.141 -0.106 0.006
H -2.300601 3.539283 -0.939427 0.086 -0.078 -0.014
H -2.049639 5.122115 -0.188143 -0.003 -0.044 -0.053
H -0.942678 3.410741 1.160321 0.074 -0.291 -0.019
H 1.044477 5.173990 -0.365443 -0.027 -0.150 -0.094
H 1.359577 4.394363 1.193457 0.002 -0.099 -0.064
H 0.091725 5.622351 1.060195 0.061 -0.030 -0.015
```
Forces are in eV/Å.

Properties
charge	-1
frontier orbital gap	6.26	eV
maximum force	1.817	eV/A
lowest unoccupied orbital energy	2.568	eV
highest occupied orbital energy	-0.1355	Ha

***

# 5
The following is a quantum chemistry calculation of an isolated molecule of C8H16OSi in a non-equilibrium geometry, from OMol25.

```
26
Properties=species:S:1:pos:R:3:forces:R:3
C 1.362661 -0.173284 -2.859734 0.091 0.674 -1.141
C 1.357173 -0.413398 -1.682836 -0.387 0.318 0.214
O 0.209510 -0.853477 0.465529 -1.232 0.207 -0.568
C 1.974692 0.684672 0.425221 1.498 0.481 -0.044
C 2.401272 -1.713004 0.076532 0.258 1.863 -0.787
C 1.439996 -0.564431 -0.201511 0.209 -0.980 -0.376
C -1.471039 0.843543 2.172898 0.679 -0.945 -0.411
C -1.135638 1.330362 -0.933933 -1.057 -1.491 0.290
C -2.888552 -0.931610 0.061421 1.734 1.236 1.375
Si -1.235627 0.067302 0.448801 -0.541 -0.632 0.381
H 1.378233 0.205395 -3.900179 -0.055 -0.773 1.371
H 3.012986 0.993514 0.178695 -0.572 -0.563 -0.242
H 1.346668 1.477212 0.123934 -0.667 1.139 0.072
H 1.952572 0.535457 1.487042 -0.175 0.096 0.658
H 2.504492 -1.806126 1.114678 -0.014 -0.753 1.454
H 3.347162 -1.425619 -0.326395 0.957 0.577 -0.074
H 2.219284 -2.553670 -0.503859 -1.067 -1.959 -0.387
H -2.302299 1.506036 2.108397 -0.610 0.924 -0.310
H -1.759389 0.203065 3.051116 1.051 0.359 -0.852
H -0.530373 1.427010 2.223445 -0.508 -0.203 0.917
H -1.458237 0.655919 -1.748397 0.842 0.520 -0.289
H -1.993724 1.958619 -0.841878 -0.630 0.821 0.308
H -0.258450 1.913122 -1.095594 0.518 0.145 -0.407
H -3.142321 -0.844411 -0.976682 -0.462 -0.071 -0.382
H -2.682429 -1.935143 0.349457 0.048 -1.123 -0.098
H -3.648621 -0.587053 0.783833 0.092 0.132 -0.672
```
Forces are in eV/Å.

Properties
ΔE to the lowest compared entry with this formula, charge and spin	88.1	kJ/mol
frontier orbital gap	10.55	eV
SMILES	C#CC(C)(C)O[Si](C)(C)C
maximum force	2.535	eV/A
lowest unoccupied orbital energy	0.858	eV
highest occupied orbital energy	-0.3561	Ha

***

# 6
The following is a quantum chemistry calculation of an isolated molecule of C4H11NO in a non-equilibrium geometry, from OMol25.

```
17
Properties=species:S:1:pos:R:3:forces:R:3
C -0.455537 0.345766 0.715970 0.342 -0.201 -0.158
N -0.491076 0.059729 -0.698066 0.043 -0.509 0.094
C -1.804885 -0.235158 -1.239094 0.846 1.240 -0.553
O -1.818713 -1.371130 -2.072834 0.267 -0.010 -0.290
C 0.948412 0.682275 1.145643 0.548 -0.180 0.977
C 2.024417 -0.370809 0.790333 0.153 0.356 0.106
H -1.126177 1.172782 0.959691 -0.171 0.035 0.373
H -0.735098 -0.552672 1.268540 -0.376 -0.013 0.000
H 0.124765 0.707035 -1.178948 -0.646 -0.041 -0.386
H -2.154545 0.643687 -1.820068 -0.173 -0.320 0.207
H -2.477456 -0.399770 -0.399416 -0.071 -0.211 -0.147
H -1.161506 -1.206114 -2.772905 -0.406 -0.229 0.421
H 0.951347 0.709263 2.239414 -0.273 0.239 -0.004
H 1.231904 1.698545 0.861921 0.071 -0.089 -0.350
H 1.607281 -1.324611 0.453487 -0.043 0.275 -0.082
H 2.735720 0.010442 0.049816 -0.211 -0.251 -0.052
H 2.601150 -0.569265 1.696519 0.101 -0.091 -0.154
```
Forces are in eV/Å.

Properties
ΔE to the lowest compared entry with this formula, charge and spin	119.8	kJ/mol
frontier orbital gap	9.90	eV
SMILES	CCCNCO
maximum force	1.600	eV/A
lowest unoccupied orbital energy	1.023	eV
highest occupied orbital energy	-0.3264	Ha